[1]
13
Properties=species:S:1:pos:R:3:forces:R:3:mulliken_charge:R:1 method="wB97M-V/def2-TZVPD" e_lumo_ev=0.7992 total_charge=0 spin_multiplicity=1 gap_ev=9.818 smiles=CC1(C)O[SiH2]1 e_above_lowest_ev=1.768
C -1.046048 0.917101 -0.342313 -0.981 -1.424 0.760 -1.460
C 0.181950 0.144472 0.044585 0.706 0.696 -0.086 1.032
C 0.654401 -0.791542 -1.089471 -2.388 0.519 1.267 -1.461
O 1.259532 1.104233 0.534168 0.308 0.530 -0.614 -0.422
Si 0.946815 0.044386 1.739054 -1.143 -0.066 -2.766 0.410
H -1.000954 1.953941 -0.188116 0.244 1.390 1.171 0.424
H -1.899842 0.449770 0.169346 -0.102 0.555 -0.199 0.273
H -1.262499 0.917684 -1.382692 -0.023 -0.673 -1.184 0.358
H 0.233858 -1.760076 -0.830538 -0.130 -0.286 -0.466 0.306
H 1.679802 -0.887811 -1.052846 2.322 -0.137 -0.208 0.437
H 0.271789 -0.442894 -2.054924 0.331 -0.169 0.136 0.346
H 0.416856 0.370333 2.981337 -0.632 0.624 1.580 -0.117
H 1.815538 -1.028810 1.651421 1.488 -1.560 0.611 -0.127

[2]
10
Properties=species:S:1:pos:R:3:forces:R:3:mulliken_charge:R:1 method="wB97M-V/def2-TZVPD" e_lumo_ev="-0.8394 / -3.7112" total_charge=0 spin_multiplicity=1 gap_ev="8.488 / 5.196" e_above_lowest_ev=3.841
C 0.003538 -0.333595 0.954747 1.264 -0.510 1.583 -0.072
C 0.774111 0.920694 1.141763 1.600 -1.624 1.966 -0.232
C -0.920466 -0.381088 -0.017478 1.762 1.858 1.202 -0.908
C 0.561083 1.623985 0.071224 -0.483 2.117 -0.866 -0.104
P -0.952530 1.210767 -0.833678 -0.022 0.915 0.440 -0.007
Br 0.190112 -2.475067 -2.690668 -0.010 0.080 0.092 -0.003
H 0.466944 -1.075287 1.625970 -1.194 -0.525 -0.534 0.280
H 1.576711 0.940694 2.004632 -1.759 0.396 -1.975 0.275
H -1.455078 -1.171709 -0.357353 -1.545 -2.410 -0.597 0.759
H -0.244424 0.740606 -1.899158 0.388 -0.297 -1.312 0.010